# 1
15
Properties=species:S:1:pos:R:3:mulliken_charge:R:1 method="wB97M-V/def2-TZVPD" homo_ev=-8.59 e_tot_ha=-271.2699 charge=0 gap_ev=9.0 lumo_ev=0.4 de_lowest_kcal_mol=164.1
C 1.66710 -0.95932 0.18669 0.35
C 2.71843 -0.29345 -0.17830 -0.95
C 0.36727 -0.95508 0.13885 0.10
C -0.85130 -1.41982 0.32648 -0.22
C 1.51778 0.52919 -0.59607 0.22
C -2.11056 -0.71605 -0.22043 -1.03
C 1.04083 1.58182 0.33277 -1.10
H -1.16498 -2.25271 1.00097 0.30
H 1.30046 0.39855 -1.57257 0.43
H -2.18972 0.32152 -0.01645 0.30
H -2.99752 -1.13621 0.15594 0.37
H -2.16071 -0.86546 -1.36265 0.24
H 1.33599 1.48117 1.41585 0.30
H 0.03297 1.76201 0.42844 0.35
H 1.49396 2.52384 -0.03952 0.33



# 2
15
Properties=species:S:1:pos:R:3:mulliken_charge:R:1 method="wB97M-V/def2-TZVPD" homo_ev="-8.54 / -7.41" e_tot_ha=-271.2717 charge=0 gap_ev="8.4 / 7.2" lumo_ev="-0.2 / -0.3" de_lowest_kcal_mol=163.0
C -1.02115 -0.57017 -0.57957 0.50
C 0.25057 -0.44684 -0.42698 0.10
C 2.65418 0.28716 -0.58183 0.08
C 3.33712 0.91386 0.31421 -0.74
C 1.65411 -0.74840 -0.40080 -0.56
C -2.37519 -0.57216 -0.44933 -0.71
C -2.98988 0.53875 0.36855 -1.01
H 4.09528 1.61903 0.15880 0.27
H 3.16531 0.79113 1.39059 0.22
H 2.04154 -1.04770 0.62662 0.24
H 1.76121 -1.75611 -0.96358 0.30
H -2.97526 -1.30014 -0.96518 0.38
H -2.29605 1.24180 0.89776 0.30
H -3.65027 -0.03567 0.89202 0.34
H -3.65152 1.08545 -0.28128 0.30